# 1
C2H4Cl3OP | ωB97M-V/def2-TZVPD

Structure (XYZ):
```
11
Properties=species:S:1:pos:R:3:forces:R:3
C -1.928 0.563 -0.470 1.069 0.375 0.209
C -0.952 1.419 -0.136 0.556 0.004 -0.854
O -2.221 -0.401 0.387 -0.288 -1.355 1.267
P 1.747 -1.242 0.061 -4.776 0.838 3.000
Cl 3.195 -0.044 0.460 2.522 2.184 0.722
Cl -0.131 2.505 -1.178 -0.427 0.337 -0.559
Cl -0.017 1.190 1.302 -0.522 0.214 0.646
H -2.478 0.472 -1.406 0.278 0.594 0.253
H -1.521 -0.453 1.090 -0.806 0.127 -0.750
H 2.202 -1.732 -0.990 2.052 -2.337 -4.467
H 2.104 -2.276 0.880 0.342 -0.981 0.533
```
Positions in Å, forces in eV/Å.

Values from the calculation:
Frontier orbital gap, eV: 9.518
Energy above the lowest of the compared OMol25 structures with the same formula, charge and spin, kcal per mole: 86.9
E_tot, eV: -51040.692
SMILES: OC=C(Cl)Cl.PCl

Results of the natural (NBO) charge analysis, in e, for atoms 1 through 4: 0.13 -0.22 -0.66 0.38

***

# 2
C4H6N2OS | ωB97M-V/def2-TZVPD

Structure (XYZ):
```
14
Properties=species:S:1:pos:R:3:forces:R:3
C -0.397 -2.045 1.043 0.449 -1.035 1.155
C -0.239 -0.263 -0.389 0.423 -1.250 1.277
C -0.637 1.006 -0.614 0.038 -1.731 -0.272
C 0.320 1.789 -1.361 2.796 -0.738 0.291
H 1.320 -0.952 1.489 -0.913 -2.497 -0.520
H 1.283 -2.382 2.341 -1.045 -0.217 -1.106
H -0.914 -2.942 1.466 0.212 0.832 -0.519
H 0.792 -0.662 -0.588 -0.979 1.029 -0.549
H -1.627 1.305 -0.328 -0.177 0.326 -0.031
H -1.354 3.563 -1.441 2.057 -0.249 -0.313
N 0.943 -1.977 1.447 1.001 3.202 0.920
N -1.007 -1.248 0.258 0.177 0.395 -0.220
O 1.456 1.342 -1.609 -1.778 1.044 -0.079
S 0.062 3.467 -1.714 -2.262 0.890 -0.034
```
Positions in Å, forces in eV/Å.

Values from the calculation:
Frontier orbital gap, eV: 9.047
Energy above the lowest of the compared OMol25 structures with the same formula, charge and spin, kcal per mole: 56.9
E_tot, eV: -20106.873
SMILES: N/C=N\C=C\C(=O)S

Results of the natural (NBO) charge analysis, in e, for atoms 1 through 4: 0.32 0.08 -0.41 0.35

***

# 3
C60H51F3O2P2PdS | ωB97M-V/def2-TZVPD

Structure (XYZ):
```
120
Properties=species:S:1:pos:R:3:forces:R:3
C -2.357 7.475 0.517 -0.368 0.484 0.005
C -1.033 6.818 0.712 0.629 -0.198 -0.110
C -0.873 5.444 0.975 -0.448 0.936 -0.032
C 0.374 4.908 1.210 1.185 -0.143 -0.009
C 1.557 5.702 1.151 -0.500 0.778 -0.206
C 2.875 5.139 1.358 1.309 0.461 -0.089
S 4.193 6.244 0.935 -1.589 -0.504 0.662
C 5.792 5.310 0.746 -0.036 -0.236 0.009
F 6.801 6.195 0.836 -0.467 -0.682 0.003
F 5.905 4.389 1.729 0.226 0.302 -0.529
F 5.886 4.692 -0.452 0.105 0.314 0.862
O 3.972 6.751 -0.403 0.328 0.167 0.293
O 4.482 7.133 2.042 0.372 0.017 -0.548
C 1.367 7.092 0.856 0.264 -0.573 0.133
C 0.116 7.619 0.634 -0.228 -0.544 0.117
H -2.189 8.565 0.482 -0.257 -0.398 -0.026
H -2.838 7.188 -0.428 -0.027 -0.025 0.275
H -3.036 7.279 1.361 0.046 -0.037 -0.339
H -1.764 4.821 0.986 0.115 -0.058 0.131
H 0.501 3.840 1.431 -0.223 0.324 -0.165
H 3.080 4.488 2.213 0.036 0.369 -0.223
H 2.215 7.777 0.835 -0.301 -0.315 0.013
H 0.027 8.682 0.409 -0.065 -0.188 0.109
C 1.277 -4.951 2.569 0.044 0.088 -0.438
C 1.663 -4.700 1.260 -0.100 0.333 0.026
C 1.792 -3.355 0.787 0.849 0.556 1.021
C 1.600 -2.256 1.727 -0.414 -0.694 -0.288
C 1.998 -0.917 1.329 -1.034 0.329 -0.097
C 1.849 0.275 2.050 0.032 0.528 0.377
C 2.397 1.543 1.673 -0.568 -1.834 -0.310
C 3.260 1.647 0.529 0.702 0.020 -0.243
C 3.256 2.769 -0.339 -0.394 0.499 0.471
C 4.070 2.823 -1.461 0.641 -0.595 -0.230
C 4.933 1.760 -1.787 -0.805 0.822 0.070
C 4.924 0.629 -0.973 0.332 -0.522 0.318
C 4.160 0.593 0.189 -0.054 0.038 -0.369
Pd -0.198 -2.378 0.213 0.878 0.645 0.183
P -2.300 -2.068 1.076 0.661 0.321 0.225
C -2.148 -1.887 2.875 -0.317 -0.143 0.410
C -2.236 -3.002 3.719 0.067 0.360 0.196
C -2.046 -2.851 5.094 0.086 0.145 -0.084
C -1.745 -1.595 5.628 -0.007 -0.138 0.085
C -1.641 -0.482 4.788 -0.051 -0.116 -0.324
C -1.846 -0.621 3.413 -0.011 -0.398 0.340
C -3.568 -0.828 0.677 -0.788 0.420 -0.053
C -4.610 -0.568 1.590 -0.250 0.118 -0.342
C -5.660 0.295 1.251 0.277 -0.019 -0.280
C -5.687 0.915 -0.006 0.160 -0.347 0.259
C -4.636 0.694 -0.897 0.047 0.239 -0.172
C -3.566 -0.127 -0.548 0.087 -0.523 0.385
C -2.956 -3.739 0.801 -1.014 -0.101 -0.038
C -4.333 -4.023 0.790 0.432 -0.710 -0.005
C -4.756 -5.348 0.612 0.070 0.085 -0.070
C -3.829 -6.380 0.426 0.043 0.003 0.035
C -2.464 -6.090 0.395 -0.217 0.134 0.062
C -2.042 -4.776 0.568 0.151 -0.056 -0.051
P -0.016 -1.472 -1.916 0.569 -0.137 -0.448
C 1.289 -2.541 -2.609 0.095 -0.260 -0.703
C 0.945 -3.770 -3.197 0.502 0.057 0.209
C 1.935 -4.735 -3.403 0.115 0.120 0.076
C 3.280 -4.438 -3.162 -0.108 -0.013 0.072
C 3.637 -3.162 -2.716 -0.230 0.010 0.083
C 2.648 -2.229 -2.400 -0.136 -0.336 -0.104
C -1.530 -1.741 -2.915 -0.089 -0.117 -0.823
C -1.988 -0.835 -3.894 -0.088 -0.322 0.235
C -3.268 -0.980 -4.434 -0.228 -0.225 0.032
C -4.111 -2.028 -4.033 0.455 0.262 0.159
C -3.612 -2.978 -3.139 -0.123 -0.132 -0.255
C -2.322 -2.867 -2.631 -0.051 0.381 0.132
C 0.557 0.188 -2.411 0.002 0.623 -0.508
C 1.387 0.379 -3.537 -0.176 0.335 0.176
C 1.770 1.667 -3.923 0.076 -0.275 -0.091
C 1.277 2.785 -3.261 -0.185 0.025 0.108
C 0.401 2.610 -2.192 0.009 -0.062 0.146
C 0.073 1.328 -1.738 0.268 -0.134 -0.269
C 1.156 -2.571 3.041 0.564 -0.272 0.265
C 1.064 -3.886 3.460 -0.159 0.427 0.418
H 1.159 -5.975 2.936 0.215 0.318 -0.194
H 1.983 -5.531 0.623 -0.316 0.365 0.077
H 2.495 -3.154 -0.015 -0.380 -0.153 -0.365
H 2.360 -0.820 0.313 0.107 -0.212 0.020
H 1.205 0.223 2.946 0.592 0.191 -0.357
H 2.097 2.419 2.261 0.147 -0.245 -0.471
H 2.661 3.651 -0.050 0.119 -0.631 -0.410
H 4.056 3.717 -2.076 0.000 -0.093 0.115
H 5.602 1.853 -2.652 -0.376 -0.209 0.370
H 5.563 -0.231 -1.231 -0.234 0.528 0.313
H 4.273 -0.238 0.878 0.127 0.123 -0.093
H -2.453 -3.987 3.305 0.013 0.261 0.109
H -2.133 -3.726 5.742 0.044 0.307 -0.130
H -1.600 -1.485 6.706 -0.041 -0.017 -0.388
H -1.410 0.503 5.195 -0.072 -0.272 -0.040
H -1.786 0.252 2.762 -0.002 -0.195 0.109
H -4.612 -1.045 2.573 0.011 0.083 -0.321
H -6.465 0.471 1.962 0.170 -0.023 -0.111
H -6.524 1.560 -0.285 0.307 -0.206 0.100
H -4.640 1.169 -1.885 0.032 -0.130 0.457
H -2.718 -0.248 -1.227 -0.396 -0.049 0.132
H -5.063 -3.228 0.926 0.124 -0.114 0.004
H -5.823 -5.578 0.618 0.276 0.066 -0.002
H -4.160 -7.418 0.300 0.027 0.471 0.043
H -1.711 -6.866 0.243 -0.334 0.153 0.000
H -0.964 -4.573 0.497 -0.434 0.060 0.194
H -0.088 -3.980 -3.485 0.307 0.013 0.272
H 1.649 -5.734 -3.731 0.105 0.267 -0.101
H 4.049 -5.199 -3.307 -0.262 0.263 -0.062
H 4.685 -2.889 -2.592 -0.247 -0.142 0.021
H 2.941 -1.254 -2.002 -0.133 -0.273 -0.104
H -1.345 -0.029 -4.254 -0.217 -0.118 0.321
H -3.626 -0.267 -5.175 0.124 -0.103 0.142
H -5.132 -2.103 -4.419 0.422 0.025 0.131
H -4.233 -3.820 -2.833 0.164 0.149 -0.111
H -1.938 -3.657 -1.984 -0.152 0.329 0.110
H 1.741 -0.468 -4.130 -0.118 0.218 0.320
H 2.471 1.791 -4.751 -0.258 -0.050 0.173
H 1.581 3.793 -3.567 -0.176 -0.434 0.127
H -0.010 3.479 -1.682 0.124 -0.126 0.002
H -0.556 1.216 -0.853 0.081 -0.029 -0.227
H 0.999 -1.752 3.740 -0.019 -0.267 0.017
H 0.882 -4.114 4.517 -0.193 0.208 -0.505
```
Positions in Å, forces in eV/Å.

Values from the calculation:
Frontier orbital gap, eV: 3.167
Energy above the lowest of the compared OMol25 structures with the same formula, charge and spin, kcal per mole: 0.0
E_tot, eV: -108184.092

Results of the Löwdin charge analysis, in e, for atoms 1 through 4: -0.08 -0.30 -0.07 -0.07

***

# 4
C4H4F2O | ωB97M-V/def2-TZVPD

Structure (XYZ):
```
11
Properties=species:S:1:pos:R:3:forces:R:3
C -0.814 -0.910 -0.703 -0.078 0.220 3.666
C 0.508 0.658 0.429 2.067 1.974 -1.565
C 0.377 -0.058 -0.966 -0.935 2.723 0.832
C -0.404 -0.216 1.236 -3.453 1.883 -4.546
O -1.598 -1.568 -1.262 0.021 0.269 -0.260
F 0.286 0.790 -2.033 -0.308 0.605 -0.628
F -1.557 0.364 1.796 1.792 -0.760 -0.194
H 1.637 0.738 0.771 -2.238 -0.589 -0.461
H 0.297 1.760 0.173 -0.489 -1.602 0.948
H 1.185 -0.625 -1.186 2.624 -2.414 -0.372
H 0.082 -0.933 1.745 0.996 -2.308 2.581
```
Positions in Å, forces in eV/Å.

Values from the calculation:
Frontier orbital gap, eV: 9.033
Energy above the lowest of the compared OMol25 structures with the same formula, charge and spin, kcal per mole: 69.2
E_tot, eV: -11691.735

Results of the natural (NBO) charge analysis, in e, for atoms 1 through 4: 0.59 -0.52 0.09 0.13

***

# 5
CH3NO2 | ωB97M-V/def2-TZVPD

Structure (XYZ):
```
7
Properties=species:S:1:pos:R:3:forces:R:3
C 0.020 -0.500 -0.118 -3.675 0.352 -1.124
N 0.336 0.750 -0.859 0.577 -2.423 0.178
O -0.753 -1.031 -1.354 2.085 0.862 2.609
O -0.228 0.112 -2.044 -0.058 1.809 -0.842
H 0.962 -0.849 0.114 1.721 -2.053 0.254
H -0.720 -0.679 0.723 0.927 1.108 -0.703
H 0.085 1.672 -0.560 -1.577 0.344 -0.373
```
Positions in Å, forces in eV/Å.

Values from the calculation:
Frontier orbital gap, eV: 9.826
Energy above the lowest of the compared OMol25 structures with the same formula, charge and spin, kcal per mole: 173.8
E_tot, eV: -6664.126
SMILES: C1NOO1

Results of the natural (NBO) charge analysis, in e, for atoms 1 through 4: 0.07 -0.39 -0.26 -0.13

***

# 6
C7H8BF3N2 | ωB97M-V/def2-TZVPD

Structure (XYZ):
```
21
Properties=species:S:1:pos:R:3:forces:R:3
B 0.322 1.271 -1.570 -0.102 -1.535 4.395
C 0.619 -1.531 2.039 1.383 -1.246 2.075
C -0.621 -1.600 2.611 -0.520 -0.066 2.985
C 0.809 -0.712 0.966 0.473 0.092 -1.271
C -1.701 -0.901 2.056 -0.623 -0.611 0.544
C -0.227 -0.088 0.291 0.261 1.883 -1.647
C -1.509 -0.201 0.858 1.070 -0.563 0.540
C -2.651 0.371 0.133 -0.830 -1.903 -0.222
N -0.194 0.799 -2.720 -1.052 0.865 -4.487
N 1.147 2.346 -1.311 1.986 2.246 -3.343
F -3.768 0.477 0.823 -1.191 0.305 1.796
F -2.424 1.530 -0.376 0.765 2.476 -1.192
F -3.036 -0.451 -0.876 0.450 -0.450 -0.940
H 1.430 -2.099 2.648 -1.045 1.273 -1.646
H -0.559 -2.015 3.720 -1.047 0.541 -2.568
H 1.794 -0.582 0.593 0.856 0.057 -0.323
H -2.699 -0.950 2.565 1.045 0.214 -0.690
H -0.231 -0.144 -3.048 -0.271 -0.553 0.672
H -0.329 1.403 -3.597 0.498 -0.884 2.091
H 1.458 2.906 -0.557 -0.473 -0.359 1.376
H 1.641 2.857 -2.158 -1.634 -1.784 1.854
```
Positions in Å, forces in eV/Å.

Values from the calculation:
Frontier orbital gap, eV: 8.967
Energy above the lowest of the compared OMol25 structures with the same formula, charge and spin, kcal per mole: 49.8
E_tot, eV: -19197.426

Results of the natural (NBO) charge analysis, in e, for atoms 1 through 4: 1.05 -0.21 -0.23 -0.27

***

Number 1: LUMO 0.68 eV, maximum force 5.70 eV Å⁻¹. Number 2: LUMO -0.06 eV, maximum force 3.48 eV Å⁻¹. Number 3: LUMO -2.61 eV, maximum force 1.94 eV Å⁻¹. Number 4: LUMO 0.28 eV, maximum force 6.01 eV Å⁻¹. Number 5: LUMO 0.98 eV, maximum force 3.86 eV Å⁻¹. Number 6: LUMO 0.16 eV, maximum force 4.69 eV Å⁻¹.